*one*
DFT (ωB97M-V/def2-TZVPD) results for a cluster of 2 separate species, C2H5O2 in total.

The calculation puts the LUMO energy at 3.374 eV. The value obtained for the orbital gap is 5.4 eV. Its charge is -1. As for the spin multiplicity: 1.

Geometry as XYZ:
```
9
C2H5O2 (ωB97M-V/def2-TZVPD)
O -3.62 -1.09 1.37
H -2.77 -0.70 1.59
C 0.17 0.59 -0.83
C 1.43 0.28 -0.60
O 1.94 -0.34 0.52
H -0.10 1.15 -1.70
H -0.54 0.61 0.03
H 2.25 0.40 -1.29
H 1.24 -0.89 0.90
```

*two*
DFT (ωB97M-V/def2-TZVPD) results for a cluster of 2 separate species, C2H5O2 in total.

The calculation puts the LUMO energy at 4.271 eV. The value obtained for the orbital gap is 6.7 eV. Its charge is -1. As for the spin multiplicity: 1.

Geometry as XYZ:
```
9
C2H5O2 (ωB97M-V/def2-TZVPD)
O -0.64 2.76 -1.47
H -0.12 1.95 -0.98
O -0.28 -0.29 -0.69
C 0.01 -0.62 0.54
C 0.40 -1.88 1.07
H 0.09 0.22 1.29
H 0.26 -2.81 0.42
H 0.39 -2.12 2.17
H -0.09 2.79 -2.33
```

*three*
DFT (ωB97M-V/def2-TZVPD) results for a cluster of 2 separate species, C2H5O2 in total.

The calculation puts the LUMO energy at 4.794 eV. The value obtained for the orbital gap is 7.5 eV. Its charge is -1. As for the spin multiplicity: 1.

Geometry as XYZ:
```
9
C2H5O2 (ωB97M-V/def2-TZVPD)
O -0.11 0.87 -2.25
H -0.03 1.74 -1.90
O 1.23 -0.36 -0.30
C 0.53 -0.72 0.72
C -0.65 -0.22 1.18
H 0.95 -1.55 1.33
H -1.19 0.56 0.65
H -1.07 -0.66 2.08
H 0.34 0.35 -1.51
```

Quick one: most stable of them? *three*

*one*
DFT (ωB97M-V/def2-TZVPD) results for a cluster of 2 separate species, C5H10 in total.

The calculation puts the LUMO energy at 0.265 eV. The value obtained for the orbital gap is 8.8 eV. Its charge is 0. As for the spin multiplicity: 1.

Geometry as XYZ:
```
15
C5H10 (ωB97M-V/def2-TZVPD)
C -1.02 1.95 0.61
C -0.67 0.91 1.60
C 0.93 -0.37 -0.65
C 0.88 -1.81 -1.07
C 0.00 -1.33 0.05
H -1.30 2.74 1.34
H -0.24 2.38 -0.03
H -1.93 1.74 0.04
H 0.40 1.08 1.85
H 0.49 0.37 -1.32
H 1.81 -0.02 -0.12
H 1.73 -2.44 -0.82
H 0.41 -2.04 -2.02
H 0.24 -1.64 1.06
H -1.07 -1.25 -0.14
```

*two*
DFT (ωB97M-V/def2-TZVPD) results for a cluster of 2 separate species, C5H10 in total.

The calculation puts the LUMO energy at 0.875 eV. The value obtained for the orbital gap is 8.7 eV. Its charge is 0. As for the spin multiplicity: 1.

Geometry as XYZ:
```
15
C5H10 (ωB97M-V/def2-TZVPD)
C 2.05 -0.02 0.06
C 1.11 1.00 0.59
C -0.84 -0.64 0.47
C -1.96 -0.37 -0.47
C -0.86 0.65 -0.40
H 2.98 0.42 0.43
H 2.02 -1.06 0.41
H 2.13 -0.01 -1.04
H 0.82 0.71 1.62
H -0.14 -1.43 0.23
H -1.04 -0.56 1.54
H -2.91 -0.07 -0.05
H -1.99 -0.95 -1.38
H -1.12 1.60 0.05
H -0.24 0.73 -1.28
```

*three*
DFT (ωB97M-V/def2-TZVPD) results for a structure of composition C5H10.

The calculation puts the LUMO energy at -0.870 eV. The value obtained for the orbital gap is 5.4 eV. Its charge is 0. As for the spin multiplicity: 1.

Geometry as XYZ:
```
15
C5H10 (ωB97M-V/def2-TZVPD)
C -1.01 -1.39 -1.66
C 0.19 -0.65 -2.17
C -0.03 -0.29 -0.65
C 1.11 -0.51 0.35
C 1.34 0.55 1.33
H -2.30 1.60 2.57
H -2.98 1.96 2.44
H -2.01 -1.52 -2.01
H 1.14 -1.22 -2.20
H 0.21 0.25 -2.96
H -0.59 0.81 -0.46
H 1.05 -1.71 0.52
H 0.83 1.63 1.19
H 2.42 0.67 1.87
H 0.63 -0.17 1.85
```

*four*
DFT (ωB97M-V/def2-TZVPD) results for an isolated molecule of C5H10.

The calculation puts the LUMO energy at 1.145 eV. The structure (SMILES) is CC1(C)CC1. The value obtained for the orbital gap is 10.9 eV. Its charge is 0. As for the spin multiplicity: 1.

Geometry as XYZ:
```
15
C5H10 (ωB97M-V/def2-TZVPD)
C 1.42 -0.63 -0.24
C 0.02 -0.05 -0.07
C -1.11 -0.98 -0.46
C -0.08 0.83 1.14
C -0.32 1.41 -0.22
H 2.20 0.12 -0.42
H 1.68 -1.16 0.68
H 1.46 -1.37 -1.05
H -0.83 -2.04 -0.39
H -1.99 -0.84 0.18
H -1.43 -0.80 -1.50
H -0.89 0.70 1.85
H 0.88 1.07 1.59
H -1.37 1.59 -0.48
H 0.36 2.15 -0.61
```

Quick one: most stable of them? *four*